No. 1
This record from the OMol25 dataset describes a structure of composition C7H11NO in a non-equilibrium geometry. The level of theory is the ωB97M-V functional and the def2-TZVPD basis.

XYZ file:
```
20
Properties=species:S:1:pos:R:3:forces:R:3
H 3.298 -0.633 0.681 1.772 0.119 0.223
C 1.139 1.051 0.257 -2.267 -1.756 4.293
C -1.048 -0.047 0.099 -3.028 -0.606 -2.419
C -0.516 1.183 0.551 5.025 1.629 0.169
C 1.234 -0.471 0.281 5.140 -2.252 -3.923
N -0.986 0.306 1.533 -2.757 -0.389 -0.530
H 1.220 2.539 -0.637 0.043 2.699 -0.363
H 2.304 -2.251 -0.080 1.690 2.123 0.562
C 2.538 -1.129 0.166 -7.960 -0.595 0.686
H -0.606 -2.167 -0.575 2.760 3.304 0.709
H 1.896 1.227 1.268 -1.774 1.041 -3.072
H -2.281 -0.467 -1.817 -1.173 1.673 3.211
O 1.216 1.687 -1.002 1.625 -1.860 0.500
C -2.513 -0.233 -0.597 2.575 -0.142 -0.558
H -0.910 2.156 0.324 -0.446 0.374 0.413
H 0.322 -0.745 -1.657 -1.289 -0.158 2.696
H -3.374 0.411 -0.121 1.824 -1.149 -1.621
H -0.383 -0.222 2.109 1.220 -0.384 0.430
C 0.019 -0.944 -0.496 -1.679 -2.688 -1.810
H -2.571 -1.250 -0.288 -1.302 -0.984 0.403
```
Positions in Å, forces in eV/Å.

The total charge is 0. The energy above the lowest of the compared OMol25 structures with the same formula, charge and spin is 694.8 kJ/mol. The frontier orbital gap comes out at 9.7077 eV. As for the HOMO energy: -9.2 eV. As for the molar mass: 125.2 g/mol.

These are the Mulliken partial charges, in e, on atoms 1 to 8: 0.362 0.394 0.819 -0.351 -0.399 -0.749 0.366 0.270



No. 2
This record from the OMol25 dataset describes a structure of composition C23H18Cl5CuN4S in a non-equilibrium geometry. The level of theory is the ωB97M-V functional and the def2-TZVPD basis.

XYZ file:
```
52
Properties=species:S:1:pos:R:3:forces:R:3
C 3.397 0.151 -0.362 0.131 0.293 0.088
H -0.156 2.289 -1.739 -0.077 0.049 0.001
Cl -1.683 3.107 0.369 -0.153 0.088 0.062
H -1.299 2.165 -3.030 -0.062 0.035 0.024
Cl -6.298 1.687 2.783 -0.024 -0.009 0.007
H 2.951 1.714 -6.130 0.003 -0.009 0.013
H 1.485 -2.620 -5.281 0.008 -0.031 0.013
Cl -3.288 -2.033 0.274 0.010 -0.097 -0.020
C 0.872 3.659 3.497 0.065 0.059 0.028
H 4.667 -1.164 -1.508 0.023 0.018 0.006
C 2.308 1.275 -5.375 0.088 -0.086 -0.116
H 1.422 -2.715 -3.509 -0.044 -0.070 0.067
C 1.640 1.712 2.169 -0.297 0.125 0.085
H 1.019 4.658 0.875 -0.004 0.009 0.026
C 1.616 2.678 0.130 0.144 0.002 -0.130
C 1.295 3.629 1.018 0.094 0.006 0.234
H 2.853 -2.814 -1.838 -0.120 -0.033 0.021
H 4.128 0.931 -0.195 -0.016 -0.004 -0.004
N 0.022 -0.466 -2.318 -0.598 0.180 0.326
C 1.044 -2.179 -4.380 0.021 0.175 -0.038
Cu -1.063 0.092 -0.778 0.346 -0.094 -0.982
C 2.139 -0.116 -5.278 -0.005 0.073 0.099
C -3.963 2.233 1.505 0.067 0.058 -0.023
C -2.842 1.871 0.763 -0.183 -0.244 0.069
H 1.684 2.703 -0.944 0.061 -0.069 0.013
C 3.684 -0.997 -1.087 -0.277 -0.184 -0.057
N 1.294 3.029 2.272 0.020 0.085 -0.077
S 1.830 0.645 3.455 0.057 -0.029 -0.072
H 1.550 3.154 -4.664 -0.022 0.008 0.031
C 0.625 0.100 -3.324 -0.018 -0.182 0.284
H -0.192 3.494 3.678 -0.003 -0.037 -0.037
C 1.521 2.071 -4.537 -0.084 -0.079 0.084
C 2.127 0.273 0.170 -0.040 0.064 0.097
N 1.808 1.506 0.838 0.140 -0.135 -0.057
C 1.327 -0.703 -4.332 0.115 0.143 -0.178
H -0.039 -2.336 -4.392 -0.025 -0.082 0.051
C -2.575 0.566 0.333 0.050 0.082 0.180
C -3.531 -0.367 0.733 -0.109 0.120 0.035
C 1.395 -1.634 -0.759 -0.155 -0.795 -0.040
C -4.893 1.261 1.862 0.032 0.070 -0.004
H 1.062 4.730 3.426 0.001 -0.006 -0.003
C -4.670 -0.054 1.473 0.012 -0.142 -0.023
C 0.677 1.542 -3.580 0.084 0.173 -0.192
H -0.101 3.485 -3.066 0.010 -0.009 0.016
C -0.256 2.430 -2.816 0.055 -0.124 -0.075
H 1.437 3.229 4.322 -0.002 0.002 0.006
H 0.630 -2.399 -0.821 -0.001 0.222 -0.032
Cl -5.822 -1.277 1.923 0.019 0.030 -0.006
Cl -4.219 3.879 2.000 -0.020 -0.009 0.013
C 2.671 -1.914 -1.266 0.248 0.166 -0.092
N 1.139 -0.590 0.042 0.434 0.246 0.289
H 2.651 -0.759 -5.994 0.001 -0.021 -0.010
```
Positions in Å, forces in eV/Å.

The total charge is -2. The energy above the lowest of the compared OMol25 structures with the same formula, charge and spin is 14.1 kJ/mol. The frontier orbital gap comes out at 3.4255 eV. As for the HOMO energy: 0.6 eV. As for the molar mass: 623.3 g/mol.

These are the Mulliken partial charges, in e, on atoms 1 to 8: -0.280 -0.381 -0.133 0.265 -0.235 0.313 0.413 -0.224



No. 3
This record from the OMol25 dataset describes a structure of composition C7H16N2 in a non-equilibrium geometry. The level of theory is the ωB97M-V functional and the def2-TZVPD basis.

XYZ file:
```
25
Properties=species:S:1:pos:R:3:forces:R:3
C 1.693 -0.236 0.158 -1.841 1.634 -0.538
H -3.109 -0.042 0.749 -0.093 0.072 0.054
H 2.139 -2.146 -0.453 -0.127 0.072 0.029
H -0.216 -2.164 -0.455 0.049 0.029 -0.047
H 0.067 -0.081 -2.144 -0.050 0.025 0.000
C -0.119 0.662 -1.383 -1.018 -1.524 2.867
H 1.846 -1.067 -1.680 0.099 0.006 0.106
H 2.045 0.349 2.080 0.009 -0.018 -0.050
C -1.078 -0.251 0.100 -2.152 0.185 -2.544
H -2.324 1.502 0.413 -0.013 0.023 -0.016
C -2.417 0.472 0.072 -0.127 -0.317 0.132
H -1.625 -1.689 -1.427 -0.012 -0.018 -0.044
H 3.050 -0.835 1.523 0.064 0.103 -0.016
H 1.511 2.493 0.641 -0.091 -0.015 0.024
N 2.203 -1.174 -0.742 0.261 -0.523 -0.369
C -1.184 -1.668 -0.433 -0.045 0.066 0.178
H 0.394 1.702 1.769 -0.033 0.034 0.020
N 2.111 -0.462 1.483 0.249 -0.077 0.315
H -2.847 0.467 -0.929 -0.006 0.026 0.008
C 0.582 1.923 0.712 -0.270 -0.428 0.103
H -0.799 -0.342 1.163 0.697 0.556 -0.375
H -1.824 -2.248 0.240 -0.013 -0.020 0.019
H -0.235 2.562 0.376 0.014 0.019 0.014
C 0.673 0.664 -0.137 4.603 0.190 0.101
H -0.538 1.609 -1.698 -0.155 -0.100 0.027
```
Positions in Å, forces in eV/Å.

The total charge is 0. The energy above the lowest of the compared OMol25 structures with the same formula, charge and spin is 404.2 kJ/mol. The frontier orbital gap comes out at 6.4883 eV. As for the HOMO energy: -5.5 eV. As for the molar mass: 128.2 g/mol.

These are the Mulliken partial charges, in e, on atoms 1 to 8: -0.050 0.432 0.228 0.256 0.297 -1.704 0.281 0.213



Look up the total charge of the third one. 0